*i*
{"formula": "C6H11NOS", "method": "ωB97M-V/def2-TZVPD", "symbols": ["C", "C", "C", "C", "C", "C", "N", "O", "S", "H", "H", "H", "H", "H", "H", "H", "H", "H", "H", "H"], "coordinates": [[-0.168, -1.204, -1.667], [1.033, -0.860, -2.248], [0.085, -1.133, -0.276], [1.535, -0.813, -3.650], [-0.277, 0.277, 3.139], [-0.597, 1.316, 2.002], [1.303, -0.821, -0.082], [1.906, -0.624, -1.312], [0.912, 1.777, 1.245], [-0.993, -1.449, -2.343], [-0.573, -1.416, 0.579], [2.606, -0.384, -3.551], [1.009, -0.174, -4.244], [1.736, -1.688, -4.172], [0.082, -0.704, 2.756], [-1.290, -0.168, 3.543], [0.417, 0.589, 3.924], [-1.137, 2.322, 2.342], [1.513, 0.509, 1.151], [1.949, 1.993, 2.148]], "mulliken_charge": [-0.685, 0.736, 0.054, -1.130, -0.963, -0.393, -0.455, -0.175, -0.103, 0.324, 0.339, 0.276, 0.333, 0.316, 0.221, 0.280, 0.326, 0.272, 0.319, 0.108], "orbital_gap_ev": 7.933, "charge": 0}


*ii*
{"formula": "C6H11NOS", "method": "ωB97M-V/def2-TZVPD", "symbols": ["C", "C", "C", "C", "N", "C", "O", "C", "S", "H", "H", "H", "H", "H", "H", "H", "H", "H", "H", "H"], "coordinates": [[-2.109, -0.262, 0.077], [-1.251, -0.269, -1.168], [0.194, 0.089, -0.721], [1.291, 0.023, -1.845], [0.658, -0.931, 0.629], [0.926, -0.410, 1.811], [1.194, -1.042, 2.783], [0.835, 1.120, 1.841], [0.419, 1.660, 0.175], [-3.185, -0.670, -0.075], [-2.124, 0.737, 0.527], [-1.757, -0.992, 0.853], [-1.682, 0.570, -1.795], [-1.009, -1.131, -1.735], [1.635, 1.106, -1.986], [0.833, -0.433, -2.767], [2.070, -0.635, -1.449], [1.157, -1.688, 0.353], [0.158, 1.603, 2.471], [1.746, 1.552, 2.019]], "mulliken_charge": [-1.143, -0.367, 0.504, -1.077, -0.370, 0.351, -0.613, -0.475, -0.178, 0.330, 0.301, 0.269, 0.205, 0.421, 0.315, 0.316, 0.298, 0.208, 0.334, 0.371], "orbital_gap_ev": 9.535, "charge": 0, "smiles": "CC[C@]1(C)NC(=O)CS1"}


Relative energy of each structure, in kJ/mol: *i* 400.8; *ii* 0.0.


*i*
{"formula": "C8H20NSi", "method": "ωB97M-V/def2-TZVPD", "symbols": ["C", "C", "C", "C", "C", "C", "C", "C", "N", "Si", "H", "H", "H", "H", "H", "H", "H", "H", "H", "H", "H", "H", "H", "H", "H", "H", "H", "H", "H", "H"], "coordinates": [[-1.995, -0.350, -0.243], [-1.535, 0.550, 0.721], [-1.541, -2.677, -0.286], [2.469, 0.029, 1.501], [2.153, -1.415, -0.543], [-1.224, 3.480, -0.846], [-2.605, -1.606, 0.021], [1.595, 0.987, -0.499], [1.669, -0.286, 0.256], [-0.609, 2.212, 0.387], [-1.940, -0.014, -1.267], [-1.740, 0.214, 1.819], [-0.630, -2.440, 0.298], [-1.239, -2.690, -1.303], [-1.796, -3.734, 0.017], [2.036, -0.537, 2.239], [3.550, -0.113, 1.453], [2.408, 1.056, 1.729], [3.004, -1.034, -1.048], [2.210, -2.314, -0.001], [1.435, -1.491, -1.324], [-2.178, 3.146, -1.204], [-1.206, 4.487, -0.441], [-0.593, 3.521, -1.916], [-3.416, -1.850, -0.794], [-3.083, -1.754, 1.085], [1.506, 0.906, -1.579], [2.483, 1.523, -0.246], [0.717, -0.500, 0.542], [0.097, 2.694, 1.474]], "mulliken_charge": [-0.071, -0.555, -0.980, -1.014, -1.186, -0.982, -0.326, -1.159, 0.526, 0.596, 0.344, 0.279, 0.122, 0.342, 0.353, 0.404, 0.350, 0.438, 0.504, 0.390, 0.415, 0.344, 0.353, 0.303, 0.224, 0.307, 0.365, 0.499, -0.033, -0.152], "orbital_gap_ev": 9.076, "charge": 1}


*ii*
{"formula": "C8H20NSi", "method": "ωB97M-V/def2-TZVPD", "symbols": ["C", "C", "Si", "C", "C", "C", "N", "C", "C", "C", "H", "H", "H", "H", "H", "H", "H", "H", "H", "H", "H", "H", "H", "H", "H", "H", "H", "H", "H", "H"], "coordinates": [[-2.760, -1.507, -1.562], [-2.010, -0.444, -1.409], [-1.547, 0.553, 0.111], [-2.201, 0.213, 1.840], [-1.646, 2.478, 0.018], [0.463, 0.456, 0.583], [0.617, -0.086, 1.874], [1.237, -0.340, -0.464], [2.794, -0.545, -0.280], [3.517, -0.981, -1.558], [-2.816, -1.818, -2.612], [-3.395, -1.715, -0.809], [-1.324, -0.107, -2.226], [-1.920, 0.786, 2.639], [-3.319, 0.154, 1.664], [-1.997, -0.899, 2.079], [-0.720, 2.724, -0.458], [-2.454, 2.814, -0.697], [-1.958, 3.019, 0.895], [0.896, 1.431, 0.665], [1.543, -0.133, 2.289], [0.335, -1.063, 1.906], [-0.253, 0.341, 2.321], [0.992, 0.350, -1.300], [0.723, -1.342, -0.644], [2.974, -1.278, 0.509], [3.149, 0.355, 0.131], [3.150, -0.461, -2.450], [3.308, -2.083, -1.686], [4.622, -0.868, -1.368]], "mulliken_charge": [-0.594, -0.181, 0.470, -1.450, -1.161, -0.580, -0.112, -0.591, -0.729, -1.191, 0.278, 0.330, 0.247, 0.536, 0.339, 0.357, 0.383, 0.356, 0.341, 0.517, 0.357, 0.352, 0.219, 0.312, 0.337, 0.349, 0.533, 0.339, 0.301, 0.337], "orbital_gap_ev": 10.607, "charge": 1, "smiles": "C=C[Si](C)(C)[C@@H]([NH3+])CCC"}


Relative energy of each structure, in kJ/mol: *i* 144.3; *ii* 0.0.


*i*
{"formula": "C8H21NSi", "method": "ωB97M-V/def2-TZVPD", "symbols": ["C", "C", "C", "C", "C", "C", "C", "C", "N", "Si", "H", "H", "H", "H", "H", "H", "H", "H", "H", "H", "H", "H", "H", "H", "H", "H", "H", "H", "H", "H", "H"], "coordinates": [[0.667, 2.030, 1.097], [-1.224, 1.098, 2.274], [1.161, 0.147, 2.564], [0.516, 0.564, -2.044], [1.611, -1.498, -1.631], [-0.975, -1.462, -2.331], [0.124, 0.762, 1.620], [0.173, -0.810, -1.573], [-0.805, -2.051, 0.735], [-0.221, -0.578, 0.217], [0.694, 2.768, 1.931], [1.680, 2.034, 0.743], [0.082, 2.466, 0.304], [-1.842, 1.645, 1.622], [-0.997, 1.676, 3.250], [-1.796, 0.236, 2.569], [1.309, -0.917, 2.436], [2.152, 0.453, 2.263], [1.046, 0.353, 3.590], [0.994, 0.474, -3.013], [-0.392, 1.122, -2.167], [0.998, 1.083, -1.305], [2.210, -0.953, -0.791], [2.001, -1.443, -2.635], [1.626, -2.479, -1.163], [-1.268, -2.535, -2.122], [-1.861, -0.923, -2.021], [-0.651, -1.517, -3.337], [-1.370, -2.382, 1.569], [-0.688, -2.870, 0.138], [-2.219, 1.724, -0.926]], "mulliken_charge": [-2.227, -1.830, -1.719, -1.747, -1.357, -1.680, 2.181, 1.328, -0.210, -0.480, 0.471, 0.466, 0.450, 0.427, 0.417, 0.356, 0.364, 0.434, 0.415, 0.508, 0.296, 0.477, 0.312, 0.446, 0.353, 0.301, 0.425, 0.478, 0.194, 0.216, -0.065], "orbital_gap_ev": [6.198, 6.198], "charge": 0}


*ii*
{"formula": "C8H21NSi", "method": "ωB97M-V/def2-TZVPD", "symbols": ["C", "Si", "C", "N", "H", "H", "H", "H", "H", "H", "H", "C", "C", "C", "C", "C", "C", "H", "H", "H", "H", "H", "H", "H", "H", "H", "H", "H", "H", "H", "H"], "coordinates": [[-0.440, 2.352, 1.952], [-2.056, 2.296, 0.862], [-2.948, 4.023, 1.054], [-2.132, 1.071, -0.154], [0.023, 1.360, 2.289], [0.353, 2.774, 1.397], [-0.544, 2.883, 2.835], [-4.055, 3.944, 0.999], [-2.666, 4.460, 2.070], [-2.664, 4.961, 0.405], [-2.786, 1.092, -0.920], [-1.737, -2.093, -1.009], [-0.329, -2.348, -0.557], [0.565, -1.154, -0.806], [2.019, -1.377, -0.194], [2.684, 0.054, -0.130], [2.861, -2.321, -0.946], [-1.891, -1.601, -1.973], [-2.251, -3.039, -1.023], [-2.277, -1.618, -0.272], [0.176, -3.345, -1.092], [-0.440, -2.701, 0.488], [0.656, -1.076, -1.858], [-0.038, -0.259, -0.464], [1.716, -1.700, 0.802], [1.930, 0.819, 0.113], [3.095, 0.223, -1.144], [3.582, 0.055, 0.545], [3.073, -2.087, -1.993], [3.888, -2.281, -0.514], [2.632, -3.368, -0.764]], "mulliken_charge": [-1.178, 0.381, -1.006, -0.434, 0.302, 0.361, 0.445, 0.307, 0.265, 0.315, 0.193, -1.361, -0.231, -0.422, 0.694, -1.286, -1.499, 0.298, 0.439, 0.337, 0.165, 0.282, 0.279, -0.016, 0.288, 0.244, 0.323, 0.366, 0.337, 0.387, 0.423], "orbital_gap_ev": 9.679, "charge": 0, "smiles": "C[Si](C)=N.CCCC(C)C"}


Relative energy of each structure, in kJ/mol: *i* 257.1; *ii* 0.0.


*i*
{"formula": "CH3BO4", "method": "ωB97M-V/def2-TZVPD", "symbols": ["B", "C", "O", "O", "O", "O", "H", "H", "H"], "coordinates": [[0.476, 0.159, 0.473], [-1.947, 0.757, -0.705], [-2.439, 0.926, -1.723], [1.784, -0.375, 0.468], [-0.146, 0.764, 1.504], [-0.212, 0.110, -0.773], [-2.011, 0.813, 0.351], [1.816, -0.978, -0.313], [0.402, 0.954, 2.269]], "mulliken_charge": [0.632, 0.344, -0.278, -0.507, -0.502, -0.629, 0.347, 0.309, 0.285], "orbital_gap_ev": 11.051, "charge": 0}


*ii*
{"formula": "CH3BO4", "method": "ωB97M-V/def2-TZVPD", "symbols": ["B", "C", "O", "O", "O", "O", "H", "H", "H"], "coordinates": [[0.765, -0.208, 0.397], [-1.874, 0.254, -0.902], [-2.450, 1.126, -0.427], [1.481, -0.840, 1.334], [1.303, 0.743, -0.442], [-0.524, -0.591, 0.169], [-2.029, -0.287, -1.820], [1.130, -1.278, 2.108], [2.199, 1.080, -0.415]], "mulliken_charge": [0.693, 0.303, -0.237, -0.482, -0.537, -0.687, 0.352, 0.303, 0.292], "orbital_gap_ev": 10.774, "charge": 0}


Relative energy of each structure, in kJ/mol: *i* 0.0; *ii* 51.1.